[1]
An isolated molecule of C5H10Si, computed with ωB97M-V with the def2-TZVPD basis set.

```
16
Properties=species:S:1:pos:R:3:lowdin_charge:R:1
C -0.232 -0.646 0.666 -0.307
C 1.087 -0.927 -0.197 -0.319
C -0.652 0.405 1.734 -0.096
C -1.217 0.447 0.346 -0.305
C -0.829 1.769 -0.442 -0.055
Si 1.900 -2.259 -1.242 0.696
H -0.842 -1.690 0.828 0.158
H 1.688 0.026 -0.264 0.016
H -1.306 0.205 2.568 0.094
H 0.027 1.150 1.960 0.065
H -2.240 0.210 0.190 0.110
H -0.048 2.363 0.055 0.075
H -1.581 2.475 -0.622 0.042
H -0.495 1.574 -1.430 0.047
H 3.285 -1.979 -1.508 -0.142
H 1.334 -3.672 -1.869 -0.079
```

## Properties
HOMO level = -7.77 eV
F_max = 4.06 eV Å⁻¹
relative energy (zero: lowest compared OMol25 entry of this formula, charge and spin) = 376.9 kJ/mol



[2]
A structure of composition C5H11AlClO2, computed with ωB97M-V with the def2-TZVPD basis set.

```
20
Properties=species:S:1:pos:R:3:lowdin_charge:R:1
Cl 2.297 1.380 -0.455 0.513
C 0.932 2.464 -0.925 -0.599
C -0.407 1.752 -0.916 -0.363
C -0.944 1.405 0.486 -0.250
Al -1.078 -0.546 0.917 0.133
O -0.928 -1.560 -0.557 -0.241
C 0.258 -2.302 -0.460 -0.317
C 0.611 -2.466 1.024 -0.327
O 0.389 -1.246 1.676 -0.243
H 1.191 2.846 -1.911 0.053
H 0.953 3.280 -0.203 0.059
H -0.315 0.851 -1.533 0.084
H -1.094 2.414 -1.460 0.097
H -1.949 1.830 0.606 0.030
H -0.327 1.893 1.254 0.043
H -2.437 -0.864 1.774 -0.064
H 1.084 -1.785 -0.976 0.094
H 0.146 -3.290 -0.935 0.098
H 1.652 -2.802 1.146 0.100
H -0.034 -3.257 1.449 0.099
```

## Properties
charge = -1
HOMO level = -4.50 eV
F_max = 0.16 eV Å⁻¹



[3]
A structure of composition C5H11BN2O2, computed with ωB97M-V with the def2-TZVPD basis set.

```
21
Properties=species:S:1:pos:R:3:lowdin_charge:R:1
B 1.933 0.029 0.191 -0.482
C -1.886 2.032 0.438 0.007
C -2.507 -1.350 -0.096 -0.086
C -1.669 -0.083 -0.489 -0.302
C -0.622 -0.727 0.401 -0.366
C 3.306 -0.122 -0.618 -0.001
N -2.415 1.069 -0.230 0.013
N 0.747 -0.753 -0.176 0.165
O -1.284 -1.929 0.426 -0.047
O 1.638 1.239 0.895 0.115
H -2.369 2.892 0.903 0.076
H -0.907 1.894 0.764 0.032
H -3.304 -1.216 0.611 0.103
H -2.973 -1.924 -1.030 0.150
H -1.412 -0.022 -1.575 0.168
H -0.635 -0.203 1.387 0.161
H 3.645 -1.170 -0.671 0.066
H 4.082 0.359 -0.111 0.031
H 3.398 -0.009 -1.639 0.032
H 0.862 -1.746 -0.441 0.134
H 2.372 1.741 1.061 0.031
```

## Properties
HOMO level = -8.94 eV
F_max = 4.43 eV Å⁻¹
relative energy (zero: lowest compared OMol25 entry of this formula, charge and spin) = 260.6 kJ/mol



[4]
An isolated molecule of C5H11BO, computed with ωB97M-V with the def2-TZVPD basis set.

```
18
Properties=species:S:1:pos:R:3:lowdin_charge:R:1
B 1.272 1.295 0.496 -0.167
C -1.616 -0.277 -0.122 -0.114
C -0.518 -0.486 0.539 -0.425
C 2.159 0.635 -0.710 -0.047
C -2.274 1.106 -0.298 -0.069
C 0.074 -1.824 0.886 -0.026
O 0.124 0.612 1.061 -0.011
H 1.400 2.275 1.081 0.059
H -2.261 -1.144 -0.466 0.127
H 1.449 0.024 -1.435 0.101
H 2.798 -0.078 -0.337 0.004
H 2.716 1.443 -1.288 0.069
H -2.679 0.918 -1.347 0.098
H -2.787 1.487 0.579 0.077
H -1.479 1.831 -0.356 0.047
H 0.367 -1.667 1.975 0.108
H 0.960 -2.281 0.310 0.109
H -0.765 -2.489 0.867 0.060
```

## Properties
HOMO level = -8.95 eV
F_max = 4.43 eV Å⁻¹
relative energy (zero: lowest compared OMol25 entry of this formula, charge and spin) = 73.5 kJ/mol